Entry 1:
The following is a DFT calculation (ωB97M-V with the def2-TZVPD basis set) of 9 unconnected molecules or ions with the total composition H18O9.

Element x y z (Å)
O1 -1.029 2.584 1.616
H1 -0.770 3.254 0.968
H2 -1.091 3.058 2.454
O2 -3.831 1.644 1.619
H3 -2.961 1.967 1.334
H4 -3.899 1.903 2.544
O3 2.390 -0.856 2.106
H5 2.020 -0.075 1.671
H6 1.961 -1.597 1.664
O4 0.167 0.377 0.447
H7 -0.498 0.888 0.945
H8 -0.072 -0.554 0.580
O5 0.233 0.580 -2.683
H9 -0.162 0.686 -1.806
H10 -0.426 0.090 -3.190
O6 -2.374 -0.924 -1.662
H11 -2.196 -0.779 -0.726
H12 -2.815 -1.779 -1.698
O7 -0.068 -2.569 0.418
H13 -0.625 -2.965 1.100
H14 -0.050 -3.225 -0.292
O8 1.984 -1.453 -1.578
H15 1.480 -0.794 -2.095
H16 1.396 -1.731 -0.864
O9 3.686 0.860 -1.328
H17 3.146 0.265 -0.790
H18 4.405 1.142 -0.754

Calculated values
Charge = 0
SMILES = O.O.O.O.O.O.O.O.O
HOMO-LUMO gap = 10.104 eV
HOMO = -10.4 eV
E_LUMO = -0.27 eV

---

Entry 2:
The following is a DFT calculation (ωB97M-V with the def2-TZVPD basis set) of a single C3H2N2O2 molecule at a distorted geometry.

Element x y z (Å)
O1 -1.420 -1.708 0.048
C1 -0.612 -0.826 -0.082
C2 -1.147 0.561 0.006
N1 -0.194 1.392 0.199
N2 1.076 0.806 -0.119
C3 0.947 -0.599 -0.060
O2 1.772 -1.496 0.119
H1 -2.358 0.645 -0.090
H2 1.937 1.224 -0.020

Calculated values
Charge = 0
SMILES = O=C1C=NNC1=O
HOMO-LUMO gap = 8.435 eV
HOMO = -9.8 eV
E_LUMO = -1.38 eV

---

Entry 3:
The following is a DFT calculation (ωB97M-V with the def2-TZVPD basis set) of a single C3H7N3OS molecule at a distorted geometry.

Element x y z (Å)
H1 -1.449 -2.559 0.737
N1 -1.846 -1.612 0.783
C1 -1.272 -0.625 0.116
N2 -1.942 0.543 -0.031
C2 -1.297 1.836 -0.509
S1 0.316 -0.704 -0.799
C3 1.507 0.131 0.334
N3 2.783 -0.208 -0.083
O1 1.154 1.072 1.145
H2 -2.845 0.367 0.570
H3 -1.002 2.441 0.478
H4 -0.297 1.619 -1.058
H5 -2.068 2.465 -1.106
H6 3.029 -1.127 -0.563
H7 3.735 0.370 0.258

Calculated values
Charge = 0
SMILES = [H]/N=C(/NC)SC(N)=O
HOMO-LUMO gap = 9.071 eV
HOMO = -8.7 eV
E_LUMO = 0.35 eV

---

Entry 4:
The following is a DFT calculation (ωB97M-V with the def2-TZVPD basis set) of 2 unconnected molecules or ions with the total composition C17H31BIO2S at a distorted geometry.

Element x y z (Å)
C1 0.468 -1.533 1.161
O1 1.778 -1.417 1.791
C2 2.715 -0.764 0.879
C3 3.091 0.672 1.388
C4 2.087 1.809 0.964
C5 1.746 1.775 -0.587
C6 1.235 3.165 -1.133
C7 -0.191 3.140 -1.817
C8 -0.458 1.918 -2.785
B1 -1.916 1.198 -2.467
I1 -1.937 -0.650 -3.782
C9 -2.041 0.645 -0.921
C10 -3.039 1.425 -0.013
C11 -3.533 0.756 1.209
C12 -4.429 1.392 2.151
C13 -4.863 2.755 1.881
C14 -4.437 3.454 0.690
C15 -3.523 2.775 -0.246
H1 0.009 -0.507 1.214
H2 0.511 -1.934 0.113
H3 -0.183 -2.215 1.770
H4 3.655 -1.389 0.936
H5 2.380 -0.814 -0.186
H6 4.140 0.890 1.063
H7 3.101 0.622 2.514
H8 1.158 1.817 1.588
H9 2.599 2.799 1.133
H10 2.737 1.575 -1.095
H11 1.098 0.903 -0.836
H12 1.142 3.842 -0.231
H13 2.029 3.650 -1.769
H14 -0.955 3.280 -1.013
H15 -0.244 4.069 -2.459
H16 0.358 1.153 -2.813
H17 -0.549 2.317 -3.838
H18 -2.843 1.865 -2.824
H19 -1.029 0.731 -0.434
H20 -2.328 -0.445 -0.914
H21 -3.175 -0.289 1.386
H22 -4.752 0.818 3.044
H23 -5.531 3.240 2.637
H24 -4.735 4.496 0.439
H25 -3.174 3.328 -1.142
C16 2.390 -4.876 1.444
S1 2.922 -5.181 -0.251
O2 2.302 -4.132 -1.104
C17 1.974 -6.697 -0.483
H26 2.839 -3.943 1.786
H27 1.304 -4.790 1.488
H28 2.728 -5.695 2.083
H29 0.913 -6.500 -0.324
H30 2.325 -7.457 0.217
H31 2.129 -7.047 -1.504

Calculated values
Charge = -1
HOMO-LUMO gap = 6.732 eV
HOMO = -4.5 eV
E_LUMO = 2.21 eV

---

Entry 5:
The following is a DFT calculation (ωB97M-V with the def2-TZVPD basis set) of a molecular structure, C3H5NO at a distorted geometry.

Element x y z (Å)
C1 0.456 0.198 0.302
C2 -0.823 0.893 0.021
C3 0.760 -1.189 0.117
O1 1.533 0.876 0.239
N1 -1.758 0.293 -0.584
H1 1.843 -0.456 -0.345
H2 -2.546 0.909 -0.783
H3 -0.809 1.959 0.272
H4 -0.008 -1.893 -0.179
H5 1.351 -1.590 0.939

Calculated values
Charge = 0
HOMO-LUMO gap = 9.230 eV
HOMO = -9.6 eV
E_LUMO = -0.40 eV

---

Entry 6:
The following is a DFT calculation (ωB97M-V with the def2-TZVPD basis set) of a molecular structure, C26H62GaN4O3S at a distorted geometry.

Element x y z (Å)
C1 -4.087 -1.089 6.270
C2 -3.429 -1.890 5.046
O1 -4.179 -1.756 3.830
C3 -3.335 -1.661 2.680
C4 -2.646 -0.243 2.481
O2 -3.567 0.831 2.284
C5 -3.118 2.062 2.862
C6 -4.155 2.695 3.905
O3 -5.530 2.413 3.553
C7 -5.933 1.306 4.448
Ga1 -7.679 0.372 3.894
N1 -9.051 1.572 3.158
C8 -9.940 0.897 2.715
S1 -11.096 -0.153 2.150
H1 -3.927 -1.615 7.249
H2 -5.183 -0.931 6.020
H3 -3.646 -0.043 6.312
H4 -3.406 -2.982 5.374
H5 -2.381 -1.495 4.878
H6 -2.590 -2.520 2.608
H7 -4.021 -1.794 1.781
H8 -2.028 -0.337 1.522
H9 -1.903 -0.092 3.317
H10 -2.096 2.022 3.336
H11 -3.052 2.820 2.010
H12 -4.048 3.818 4.003
H13 -3.880 2.261 4.917
H14 -5.964 1.750 5.500
H15 -5.109 0.529 4.344
H16 -7.301 -0.770 2.817
H17 -8.268 -0.345 5.227
C9 1.024 1.349 0.154
C10 1.206 1.068 -1.332
N2 1.090 -0.341 -1.684
C11 1.505 -0.625 -3.053
C12 0.684 -0.013 -4.190
C13 -0.132 -1.007 -1.251
C14 -1.464 -0.445 -1.742
H18 1.738 0.782 0.756
H19 1.188 2.411 0.350
H20 0.014 1.111 0.494
H21 2.209 1.413 -1.606
H22 0.497 1.690 -1.895
H23 1.551 -1.710 -3.197
H24 2.541 -0.285 -3.166
H25 -0.260 -0.538 -4.336
H26 1.240 -0.100 -5.129
H27 0.475 1.046 -4.033
H28 -0.148 -1.008 -0.156
H29 -0.077 -2.068 -1.517
H30 -1.502 0.646 -1.705
H31 -2.272 -0.818 -1.106
H32 -1.694 -0.765 -2.758
C15 2.692 -1.480 -10.145
C16 2.838 -0.657 -8.871
N3 4.139 -0.786 -8.228
C17 4.178 -0.199 -6.893
C18 3.986 1.313 -6.775
C19 5.299 -0.501 -9.065
C20 5.392 0.887 -9.698
H33 2.881 -2.539 -9.955
H34 1.674 -1.384 -10.530
H35 3.368 -1.140 -10.932
H36 2.070 -1.009 -8.174
H37 2.598 0.389 -9.100
H38 5.119 -0.472 -6.406
H39 3.401 -0.684 -6.290
H40 4.880 1.860 -7.075
H41 3.792 1.576 -5.731
H42 3.141 1.677 -7.363
H43 5.331 -1.245 -9.867
H44 6.211 -0.691 -8.490
H45 4.439 1.232 -10.103
H46 6.106 0.865 -10.528
H47 5.759 1.631 -8.991
C21 0.431 1.258 5.975
C22 0.925 -0.139 5.622
N4 1.690 -0.202 4.383
C23 1.937 -1.568 3.933
C24 2.811 -2.463 4.813
C25 2.833 0.699 4.286
C26 3.930 0.569 5.343
H48 -0.178 1.677 5.171
H49 -0.186 1.214 6.875
H50 1.256 1.944 6.182
H51 0.039 -0.774 5.516
H52 1.495 -0.536 6.473
H53 2.364 -1.542 2.925
H54 0.966 -2.061 3.811
H55 3.869 -2.212 4.725
H56 2.709 -3.503 4.490
H57 2.528 -2.420 5.866
H58 2.458 1.728 4.308
H59 3.284 0.603 3.294
H60 3.533 0.440 6.352
H61 4.541 1.477 5.352
H62 4.605 -0.259 5.127

Calculated values
Charge = -1
HOMO-LUMO gap = 6.825 eV
HOMO = -4.9 eV
E_LUMO = 1.92 eV

---

Entry 7:
The following is a DFT calculation (ωB97M-V with the def2-TZVPD basis set) of 2 unconnected molecules or ions with the total composition CHCl3S at a distorted geometry.

Element x y z (Å)
S1 2.041 -2.990 0.514
C1 1.900 -2.148 -0.852
Cl1 0.595 -2.230 -1.965
Cl2 3.058 -0.977 -1.323
Cl3 0.623 0.470 0.970
H1 0.431 0.710 -0.330

Calculated values
Charge = 0
SMILES = S=C(Cl)Cl.Cl
HOMO-LUMO gap = 8.672 eV
HOMO = -9.6 eV
E_LUMO = -0.95 eV

---

Entry 8:
The following is a DFT calculation (ωB97M-V with the def2-TZVPD basis set) of a single C21H23N3O2 molecule.

Element x y z (Å)
C1 -5.993 -0.247 1.467
C2 -5.054 -1.151 0.679
C3 -4.735 -0.565 -0.700
C4 -4.007 0.765 -0.589
O1 -4.498 1.829 -0.909
N1 -2.769 0.657 -0.057
C5 -1.866 1.773 0.023
C6 -0.777 1.700 -1.058
C7 0.050 0.466 -0.924
N2 -0.371 -0.634 -0.364
C8 0.657 -1.537 -0.462
C9 0.750 -2.852 -0.025
C10 1.930 -3.522 -0.272
C11 2.994 -2.913 -0.940
C12 2.919 -1.608 -1.384
C13 1.740 -0.928 -1.129
N3 1.327 0.356 -1.412
C14 2.163 1.347 -2.025
C15 3.524 1.476 -1.327
O2 4.516 1.741 -1.962
C16 3.538 1.217 0.130
C17 4.644 0.558 0.665
C18 4.684 0.240 2.008
C19 3.629 0.593 2.834
C20 2.543 1.280 2.317
C21 2.491 1.590 0.971
H1 -6.199 -0.671 2.448
H2 -5.551 0.737 1.599
H3 -6.936 -0.125 0.939
H4 -5.517 -2.132 0.546
H5 -4.127 -1.292 1.239
H6 -4.111 -1.263 -1.263
H7 -5.660 -0.396 -1.251
H8 -2.311 -0.244 0.029
H9 -2.458 2.681 -0.112
H10 -1.397 1.782 1.012
H11 -1.259 1.700 -2.042
H12 -0.153 2.594 -0.993
H13 -0.075 -3.322 0.486
H14 2.037 -4.545 0.055
H15 3.895 -3.480 -1.117
H16 3.742 -1.145 -1.907
H17 1.670 2.322 -2.000
H18 2.352 1.097 -3.077
H19 5.457 0.290 0.007
H20 5.537 -0.283 2.412
H21 3.656 0.341 3.883
H22 1.730 1.574 2.964
H23 1.652 2.150 0.588

Calculated values
Charge = 0
SMILES = CCCC(=O)NCCc1nc2ccccc2n1CC(=O)c1ccccc1
HOMO-LUMO gap = 8.769 eV
HOMO = -8.8 eV
E_LUMO = -0.01 eV

---

Entry 9:
The following is a DFT calculation (ωB97M-V with the def2-TZVPD basis set) of 6 unconnected molecules or ions with the total composition C12H36O6 at a distorted geometry.

Element x y z (Å)
C1 -20.769 -15.427 -16.615
C2 -20.622 -13.972 -16.971
O1 -21.934 -13.385 -17.019
H1 -21.187 -15.558 -15.614
H2 -19.809 -15.939 -16.646
H3 -21.441 -15.932 -17.314
H4 -20.130 -13.863 -17.943
H5 -20.017 -13.441 -16.229
H6 -21.866 -12.480 -17.334
C3 -24.609 -20.060 -17.869
C4 -24.877 -18.582 -17.670
O2 -23.874 -18.055 -16.815
H7 -25.248 -20.487 -18.643
H8 -24.753 -20.601 -16.935
H9 -23.576 -20.208 -18.191
H10 -25.877 -18.444 -17.230
H11 -24.893 -18.054 -18.634
H12 -23.909 -17.088 -16.843
C5 -26.735 -11.491 -13.655
C6 -27.825 -11.727 -12.639
O3 -27.499 -12.920 -11.919
H13 -25.774 -11.341 -13.156
H14 -26.934 -10.596 -14.246
H15 -26.640 -12.345 -14.327
H16 -28.791 -11.867 -13.138
H17 -27.911 -10.874 -11.959
H18 -28.287 -13.236 -11.469
C7 -23.533 -15.841 -13.160
C8 -24.494 -14.682 -13.250
O4 -25.033 -14.410 -11.956
H19 -23.967 -16.640 -12.557
H20 -22.592 -15.539 -12.698
H21 -23.327 -16.241 -14.155
H22 -25.309 -14.934 -13.937
H23 -23.958 -13.800 -13.627
H24 -25.784 -13.814 -12.076
C9 -29.419 -14.844 -14.268
C10 -29.651 -16.157 -14.936
O5 -29.630 -17.146 -13.915
H25 -29.510 -13.976 -14.923
H26 -28.419 -14.818 -13.820
H27 -30.108 -14.688 -13.433
H28 -28.861 -16.346 -15.669
H29 -30.617 -16.170 -15.455
H30 -29.923 -17.980 -14.293
C11 -26.454 -15.327 -17.128
C12 -25.259 -14.450 -16.843
O6 -24.070 -15.235 -16.846
H31 -27.360 -14.737 -16.961
H32 -26.504 -16.200 -16.478
H33 -26.456 -15.635 -18.175
H34 -25.387 -13.959 -15.874
H35 -25.214 -13.676 -17.618
H36 -23.312 -14.632 -16.830

Calculated values
Charge = 0
SMILES = CCO.CCO.CCO.CCO.CCO.CCO
HOMO-LUMO gap = 9.976 eV
HOMO = -9.5 eV
E_LUMO = 0.48 eV

---

Entry 10:
The following is a DFT calculation (ωB97M-V with the def2-TZVPD basis set) of a molecular structure, C19H27MgN2OS2SbSe4Si at a distorted geometry.

Element x y z (Å)
Mg1 0.227 -0.317 -1.013
C1 -0.727 2.021 1.297
N1 -0.910 0.578 1.099
C2 0.020 -0.197 1.964
C3 1.369 -0.484 1.319
N2 1.201 -1.543 0.300
C4 2.426 -1.903 -0.440
C5 0.512 -2.740 0.735
C6 0.968 -3.459 1.830
C7 0.307 -4.604 2.247
C8 -0.814 -5.025 1.539
C9 -1.261 -4.320 0.437
C10 -0.609 -3.161 -0.013
S1 -1.176 -2.286 -1.440
C11 -2.296 0.203 1.279
C12 -2.704 -0.312 2.510
C13 -4.016 -0.682 2.758
C14 -4.958 -0.543 1.755
C15 -4.583 -0.015 0.535
C16 -3.267 0.386 0.271
S2 -3.195 1.311 -1.245
H1 -1.035 2.311 2.311
H2 -1.327 2.570 0.573
H3 0.319 2.286 1.143
H4 -0.452 -1.148 2.192
H5 0.195 0.318 2.918
H6 2.091 -0.758 2.100
H7 1.763 0.416 0.837
H8 3.080 -2.544 0.165
H9 2.972 -1.007 -0.722
H10 2.154 -2.446 -1.345
H11 1.842 -3.109 2.370
H12 0.660 -5.156 3.109
H13 -1.346 -5.915 1.856
H14 -2.130 -4.655 -0.115
H15 -1.979 -0.417 3.305
H16 -4.295 -1.062 3.734
H17 -5.989 -0.834 1.922
H18 -5.316 0.134 -0.248
Se1 -3.102 2.153 -5.711
Sb1 -2.454 3.175 -3.603
Se2 -4.442 4.200 -2.571
Se3 -0.778 4.946 -3.779
Se4 -1.183 1.230 -2.211
C17 2.456 3.316 -0.609
Si1 2.775 1.913 -1.821
C18 2.729 2.587 -3.556
C19 4.531 1.293 -1.446
O1 1.709 0.731 -1.586
H19 3.219 4.098 -0.688
H20 2.468 2.957 0.426
H21 1.485 3.779 -0.808
H22 3.578 3.255 -3.739
H23 1.813 3.160 -3.731
H24 2.773 1.784 -4.297
H25 5.252 2.104 -1.596
H26 4.823 0.466 -2.099
H27 4.628 0.960 -0.407

Calculated values
Charge = -2
HOMO-LUMO gap = 5.022 eV
HOMO = -1.2 eV
E_LUMO = 3.79 eV

---

Entry 11:
The following is a DFT calculation (ωB97M-V with the def2-TZVPD basis set) of 10 unconnected molecules or ions with the total composition C5H27NO11 at a distorted geometry.

Element x y z (Å)
C1 -2.760 1.365 -2.942
C2 -1.383 0.795 -2.745
N1 -1.189 -0.303 -1.796
C3 -1.203 0.016 -0.466
O1 -1.234 -0.771 0.479
C4 -1.395 -1.753 -2.185
C5 -0.828 -1.961 -3.688
O2 -1.414 -1.402 -4.566
H1 -3.411 0.698 -3.573
H2 -3.250 1.359 -1.985
H3 -2.785 2.327 -3.475
H4 -1.003 0.602 -3.750
H5 -0.714 1.572 -2.281
H6 -0.908 0.977 -0.106
H7 -2.460 -1.901 -2.289
H8 -0.827 -2.361 -1.474
H9 0.057 -2.580 -3.887
O3 2.802 -1.334 3.266
H10 3.752 -1.297 3.154
H11 2.437 -0.889 2.502
O4 0.054 4.169 2.907
H12 0.093 3.721 2.053
H13 -0.446 3.676 3.554
O5 2.036 1.414 0.676
H14 2.265 1.389 -0.258
H15 2.156 0.586 1.130
O6 0.575 0.412 4.046
H16 -0.114 -0.069 4.515
H17 1.336 -0.175 4.095
O7 -3.163 1.063 1.500
H18 -3.972 1.439 1.866
H19 -2.735 0.250 1.767
O8 3.287 -1.477 0.647
H20 2.859 -1.623 -0.195
H21 3.614 -2.312 1.007
O9 2.732 2.288 3.207
H22 2.051 2.704 2.678
H23 2.269 1.511 3.579
O10 -1.258 -3.864 0.290
H24 -0.650 -3.358 0.871
H25 -0.920 -4.756 0.403
O11 1.985 0.638 -2.401
H26 2.021 1.061 -3.269
H27 1.501 -0.204 -2.637

Calculated values
Charge = 0
SMILES = CCN(C=O)CC=O.O.O.O.O.O.O.O.O.O
HOMO-LUMO gap = 9.356 eV
HOMO = -9.6 eV
E_LUMO = -0.26 eV

---

Entry 12:
The following is a DFT calculation (ωB97M-V with the def2-TZVPD basis set) of a molecular structure, C35H28IrN4O3PSe2.

Element x y z (Å)
Ir1 -0.431 0.436 -0.856
Se1 1.690 2.615 1.344
Se2 1.742 3.534 -0.781
C1 2.304 1.920 -1.634
C2 3.473 2.016 -2.371
C3 4.022 0.883 -2.947
C4 3.397 -0.325 -2.708
C5 2.233 -0.343 -1.966
N1 1.644 0.759 -1.455
C6 -0.213 2.670 1.444
C7 -0.749 3.469 2.442
C8 -2.113 3.691 2.487
C9 -2.888 3.133 1.486
C10 -2.285 2.332 0.538
N2 -0.965 2.050 0.517
H1 3.957 2.979 -2.459
H2 4.929 0.946 -3.534
H3 3.782 -1.259 -3.089
H4 1.732 -1.281 -1.801
H5 -0.081 3.935 3.152
H6 -2.548 4.311 3.260
H7 -3.954 3.302 1.424
H8 -2.890 1.895 -0.239
O1 -3.313 0.452 -1.581
N3 -2.372 -0.243 -0.804
C11 -2.874 -1.344 -0.395
C12 -2.309 -2.359 0.476
C13 -3.173 -3.428 0.737
C14 -2.804 -4.454 1.588
C15 -1.564 -4.411 2.206
C16 -0.701 -3.352 1.960
C17 -1.046 -2.331 1.082
P1 0.112 -0.941 0.929
C18 -0.079 -0.241 2.600
C19 -1.389 0.065 2.979
C20 -1.659 0.551 4.245
C21 -0.621 0.744 5.149
C22 0.679 0.433 4.784
C23 0.953 -0.067 3.516
C24 1.734 -1.716 0.735
C25 2.909 -1.004 0.989
C26 4.144 -1.575 0.728
C27 4.221 -2.848 0.179
C28 3.058 -3.545 -0.117
C29 1.820 -2.986 0.159
H9 -2.898 0.571 -2.449
H10 -3.884 -1.534 -0.746
H11 -4.148 -3.448 0.266
H12 -3.482 -5.275 1.773
H13 -1.265 -5.198 2.885
H14 0.259 -3.327 2.461
H15 -2.210 -0.087 2.285
H16 -2.679 0.773 4.531
H17 -0.830 1.116 6.143
H18 1.487 0.558 5.494
H19 1.969 -0.342 3.272
H20 2.865 0.010 1.361
H21 5.048 -1.022 0.947
H22 5.186 -3.293 -0.023
H23 3.112 -4.531 -0.559
H24 0.925 -3.541 -0.088
O2 -0.119 -1.544 -4.353
C30 -0.320 -0.775 -3.455
O3 -0.312 -1.094 -2.177
C31 -0.641 0.680 -3.744
C32 -0.761 1.146 -5.036
C33 -1.076 2.484 -5.231
C34 -1.260 3.304 -4.127
C35 -1.121 2.768 -2.859
N4 -0.819 1.478 -2.677
H25 -0.607 0.454 -5.852
H26 -1.182 2.882 -6.232
H27 -1.510 4.350 -4.238
H28 -1.245 3.368 -1.968

Calculated values
Charge = +2
HOMO-LUMO gap = 8.179 eV
HOMO = -14.1 eV
E_LUMO = -5.87 eV

---

- Look up the HOMO-LUMO gap of the eleventh one.
  9.356 eV